The following is a DFT calculation (the ωB97M-V functional and the def2-TZVPD basis) of the molecule C5H8O.

XYZ file:
```
14
Properties=species:S:1:pos:R:3:forces:R:3
C 0.78554 -0.98915 -1.04694 -1.133 0.697 0.503
C 0.07217 -0.57381 0.28085 1.044 -1.170 0.585
C -1.31705 -0.10557 0.00477 0.098 -0.080 -0.011
C -1.31979 1.20923 0.10245 0.168 -0.089 0.774
O -0.18358 1.78240 0.60673 0.225 -0.377 -0.019
C 0.71149 0.67728 0.93668 0.353 0.223 -1.213
H 1.80507 -1.23960 -0.86353 0.935 -0.013 0.109
H 0.32644 -1.87873 -1.48287 -0.185 0.205 -0.086
H 0.70418 -0.12132 -1.73562 0.175 -0.670 0.212
H 0.10875 -1.40786 1.03660 -0.047 0.545 -0.848
H -2.13284 -0.74136 -0.29166 -0.054 0.070 -0.162
H -2.11834 1.87788 -0.07060 -0.596 0.706 -0.225
H 1.70910 0.92166 0.51476 -0.581 -0.146 0.105
H 0.84886 0.58896 2.00838 -0.401 0.098 0.277
```
Forces are in eV/Å.

Properties
Energy above the lowest of the compared OMol25 structures with the same formula, charge and spin (eV): 1.1142
Gap between HOMO and LUMO (eV): 9.6
DFT total energy (eV): -7361.141
M (g/mol): 84.118
E_LUMO (eV): 1.10

The following is a DFT calculation (the ωB97M-V functional and the def2-TZVPD basis) of the molecule CH3NO3.

XYZ file:
```
8
Properties=species:S:1:pos:R:3:forces:R:3
C 0.02765 -0.41266 -0.20425 1.651 -1.306 -2.362
N 0.30242 0.96632 -0.41827 -0.923 -0.036 2.332
O -1.10046 -0.53364 -1.07962 0.077 -0.737 0.659
O 0.43245 1.11543 -1.66372 0.323 0.921 -1.401
O -0.53458 -0.31401 -2.25899 -0.393 1.012 -0.255
H 0.82041 -1.11488 -0.57676 -0.513 0.966 0.109
H -0.16969 -0.63223 0.76373 -1.179 -0.504 2.992
H -0.41927 1.50839 0.19272 0.958 -0.316 -2.072
```
Forces are in eV/Å.

Properties
Energy above the lowest of the compared OMol25 structures with the same formula, charge and spin (eV): 6.1762
Gap between HOMO and LUMO (spin up / spin down) (eV): 9.6 / 9.6
DFT total energy (eV): -8710.790
M (g/mol): 77.039
E_LUMO (spin up / spin down) (eV): -0.24 / -0.24

What did the first record say?
The following is a DFT calculation (the ωB97M-V functional and the def2-TZVPD basis) of the molecule C5H8O.

XYZ file:
```
14
Properties=species:S:1:pos:R:3:forces:R:3
C 0.78554 -0.98915 -1.04694 -1.133 0.697 0.503
C 0.07217 -0.57381 0.28085 1.044 -1.170 0.585
C -1.31705 -0.10557 0.00477 0.098 -0.080 -0.011
C -1.31979 1.20923 0.10245 0.168 -0.089 0.774
O -0.18358 1.78240 0.60673 0.225 -0.377 -0.019
C 0.71149 0.67728 0.93668 0.353 0.223 -1.213
H 1.80507 -1.23960 -0.86353 0.935 -0.013 0.109
H 0.32644 -1.87873 -1.48287 -0.185 0.205 -0.086
H 0.70418 -0.12132 -1.73562 0.175 -0.670 0.212
H 0.10875 -1.40786 1.03660 -0.047 0.545 -0.848
H -2.13284 -0.74136 -0.29166 -0.054 0.070 -0.162
H -2.11834 1.87788 -0.07060 -0.596 0.706 -0.225
H 1.70910 0.92166 0.51476 -0.581 -0.146 0.105
H 0.84886 0.58896 2.00838 -0.401 0.098 0.277
```
Forces are in eV/Å.

Properties
Energy above the lowest of the compared OMol25 structures with the same formula, charge and spin (eV): 1.1142
Gap between HOMO and LUMO (eV): 9.6
DFT total energy (eV): -7361.141
M (g/mol): 84.118
E_LUMO (eV): 1.10

Copy entry 2 word for word.
The following is a DFT calculation (the ωB97M-V functional and the def2-TZVPD basis) of the molecule CH3NO3.

XYZ file:
```
8
Properties=species:S:1:pos:R:3:forces:R:3
C 0.02765 -0.41266 -0.20425 1.651 -1.306 -2.362
N 0.30242 0.96632 -0.41827 -0.923 -0.036 2.332
O -1.10046 -0.53364 -1.07962 0.077 -0.737 0.659
O 0.43245 1.11543 -1.66372 0.323 0.921 -1.401
O -0.53458 -0.31401 -2.25899 -0.393 1.012 -0.255
H 0.82041 -1.11488 -0.57676 -0.513 0.966 0.109
H -0.16969 -0.63223 0.76373 -1.179 -0.504 2.992
H -0.41927 1.50839 0.19272 0.958 -0.316 -2.072
```
Forces are in eV/Å.

Properties
Energy above the lowest of the compared OMol25 structures with the same formula, charge and spin (eV): 6.1762
Gap between HOMO and LUMO (spin up / spin down) (eV): 9.6 / 9.6
DFT total energy (eV): -8710.790
M (g/mol): 77.039
E_LUMO (spin up / spin down) (eV): -0.24 / -0.24

> Number 2 is which compound?

CH3NO3